Here is the molecule C8H10NP from the OMol25 dataset. Energies are from wB97M-V/def2-TZVPD.

The geometry in ORCA input format:
```
! RIJCOSX wB97M-V def2-TZVPD def2/J DEFGRID3
* xyz 0 1
C -3.2311 1.0643 0.0876
C -1.0919 -0.2582 1.2833
C -1.1065 -0.1876 -1.2606
C 0.0382 0.3439 0.7713
C 0.0552 0.3149 -0.7318
C 1.2158 1.0810 1.4263
C 1.1774 0.9117 -1.5481
C -2.2458 -2.6401 -0.0054
N -3.8501 2.0094 -0.0146
P -2.1724 -0.7968 -0.0080
H -1.2953 -0.3337 2.3927
H -1.3846 -0.0808 -2.3076
H 2.2378 0.9932 0.7924
H 1.2769 0.7661 2.4765
H 0.9912 2.1462 1.4669
H 1.9101 0.1811 -1.4253
H 1.4882 1.8318 -1.1870
H 0.8787 1.0125 -2.5536
H -2.4583 -2.7525 -1.1135
H -3.0927 -3.0139 0.6402
*
```

Output
- SMILES = C=P1(C#N)C=C(C)C(C)=C1

---

Here is a structure of composition C8H10O from the OMol25 dataset. Energies are from wB97M-V/def2-TZVPD.

The geometry in ORCA input format:
```
! RIJCOSX wB97M-V def2-TZVPD def2/J DEFGRID3
* xyz 0 1
C 1.4031 1.2890 -0.3757
C 1.9197 -0.1458 -0.5469
C 1.4281 -1.2570 -0.1245
C 0.0069 -1.1422 0.5003
C 0.0724 1.2815 0.4108
C -1.5513 1.1562 -0.1033
C -1.8399 -0.2788 -0.7067
C -1.2264 -1.3137 -0.3489
H 2.0500 2.1875 -0.3222
H 0.7012 1.5847 -1.4686
H 3.2906 -0.2789 -0.7577
H 1.8738 -2.3128 -0.1711
H 0.1484 -1.9750 1.2416
H 0.0873 2.3583 0.7913
H -1.9091 2.0485 -0.8975
H -2.3643 0.9187 1.0745
H -2.8349 -0.2909 -1.2649
H -1.8209 -2.2729 -0.6173
O -0.0622 0.0623 1.2700
*
```

---

Here is the ion C8H10O2PS2 with charge -1 from the OMol25 dataset. Energies are from wB97M-V/def2-TZVPD.

The geometry in ORCA input format:
```
! RIJCOSX wB97M-V def2-TZVPD def2/J DEFGRID3
* xyz -1 1
C -0.3127 2.1191 -0.6764
C 0.8802 1.5856 -1.0879
C -1.1172 1.3111 0.1442
C 1.3657 0.1928 -0.7335
C -0.8077 -0.0197 0.4004
C 0.3656 -0.6252 -0.1417
C -2.5995 -1.6613 0.1030
C -1.8253 -0.7467 1.1328
O 2.2415 1.4057 1.6050
O 3.8393 1.4210 -0.3154
P 2.8378 0.6790 0.4832
S 0.7865 -2.3733 0.0459
S 2.4728 -2.3284 -0.9237
H -0.6018 3.1365 -0.8708
H 1.6520 2.1689 -1.5150
H -2.1616 1.6340 0.3416
H 2.0135 -0.1408 -1.6216
H -3.1812 -1.0210 -0.5979
H -3.4412 -2.3740 0.4759
H -1.9105 -2.1923 -0.5253
H -1.2344 -1.4153 1.8163
H -2.5180 -0.1475 1.7895
H 3.2563 -0.6082 0.6714
*
```

---

Here is the molecule C8H10O2S from the OMol25 dataset. Energies are from wB97M-V/def2-TZVPD.

The geometry in ORCA input format:
```
! RIJCOSX wB97M-V def2-TZVPD def2/J DEFGRID3
* xyz 0 1
C -3.6684 0.8129 -0.7424
C -2.4008 0.3231 -0.2113
C -1.2407 0.1652 -0.8564
C -0.0580 -0.6428 -0.4365
C -0.0636 -2.0443 -0.9805
C 1.7754 1.0661 0.5120
C 0.8963 0.5268 1.6675
C 0.1211 -0.6158 1.0896
H -3.4401 1.2909 -1.6875
H -4.2955 1.5352 -0.0181
H -4.2783 -0.1266 -0.9289
H -2.5047 -0.2338 0.6872
H -1.1553 0.6073 -1.8936
H -0.0009 -1.9748 -2.1511
H 0.8948 -2.5632 -0.7657
H -0.9852 -2.5626 -0.6952
H 0.1721 1.3091 2.1651
H 1.5676 0.2697 2.5573
O 2.7165 1.7830 0.6211
O -0.5341 -1.4344 1.7481
S 1.5249 0.1320 -1.0297
*
```

Output
- SMILES = C/C=C/[C@@]1(C)SC(=O)CC1=O

---

Here is the ion C8H11BBr2Cl2FO2 with charge -1 from the OMol25 dataset. Energies are from wB97M-V/def2-TZVPD.

The geometry in ORCA input format:
```
! RIJCOSX wB97M-V def2-TZVPD def2/J DEFGRID3
* xyz -1 1
C 3.6433 -2.4135 -0.8486
C 2.5075 -1.4557 -0.6159
Br 0.8424 -2.1274 -1.2620
C 2.5311 -0.2641 -0.0285
Br 4.2820 0.2736 0.5608
B 1.3923 0.8379 0.3335
O 1.0995 1.7758 -0.8091
C -0.0188 2.4208 -0.4149
F -0.8303 2.7347 -1.5108
C -0.7145 1.4798 0.6299
C -2.2089 1.2261 0.4627
Cl -2.9494 1.0202 2.1141
C -2.7000 0.0524 -0.4038
C -2.5188 -1.3402 0.1767
Cl -1.9510 0.0903 -2.0313
O 0.0395 0.3062 0.6446
H 3.3755 -3.1560 -1.5972
H 3.8880 -2.9440 0.0765
H 4.5373 -1.8772 -1.1633
H 1.7950 1.5048 1.3091
H 0.1993 3.3922 0.0519
H -0.5876 2.0130 1.5857
H -2.6842 2.1366 0.1029
H -3.7548 0.2394 -0.6025
H -1.4587 -1.5642 0.2799
H -2.9727 -2.0633 -0.5020
H -3.0038 -1.4194 1.1475
*
```

---

Here is the molecule C8H11BO2S from the OMol25 dataset. Energies are from wB97M-V/def2-TZVPD.

The geometry in ORCA input format:
```
! RIJCOSX wB97M-V def2-TZVPD def2/J DEFGRID3
* xyz 0 1
B 3.0649 -0.5508 0.3246
C -3.7641 -0.2054 0.2203
C -2.7878 0.5733 0.7815
C -3.4843 -1.2696 -0.6190
C -1.4317 0.3409 0.4892
C -2.1282 -1.5811 -0.8871
C -1.1369 -0.8586 -0.2167
C 1.3717 1.2412 -0.7365
C 1.4862 0.0578 0.1561
O 3.7756 -0.6053 -0.8538
O 3.4862 -0.7488 1.5861
S 0.5226 -1.3696 -0.5034
H -4.7247 -0.0286 0.4126
H -3.0703 1.3694 1.3547
H -4.2502 -1.9824 -0.8038
H -0.6033 0.9542 0.7670
H -1.8546 -2.3372 -1.6390
H 1.5039 1.1370 -1.8143
H 0.4725 1.6605 -0.3999
H 2.2182 1.9112 -0.5878
H 1.0523 0.4240 1.1258
H 4.7226 -0.6771 -0.7099
H 4.4365 -0.7120 1.7402
*
```

Output
- SMILES = C[C@@H](Sc1ccccc1)B(O)O

---

Here is the molecule C8H11BrO from the OMol25 dataset. Energies are from wB97M-V/def2-TZVPD.

The geometry in ORCA input format:
```
! RIJCOSX wB97M-V def2-TZVPD def2/J DEFGRID3
* xyz 0 1
C 0.3452 -3.1907 0.4170
C 0.2073 -2.1056 1.2687
C -0.2143 -2.8108 -0.7760
C -0.4147 -1.1213 0.5330
C 1.1911 1.2226 -0.6393
C -1.9072 1.0807 0.1635
C 0.7893 1.1493 0.7913
C -0.5240 0.3567 0.9296
O -0.7338 -1.5840 -0.7064
Br -0.9917 0.5241 2.7653
H 0.8234 -4.0341 0.7006
H 0.5601 -2.0200 2.2935
H -0.3301 -3.1657 -1.7537
H 1.5582 0.1561 -1.0104
H 0.4658 1.6683 -1.4435
H 2.1966 1.8595 -0.8449
H -1.7777 2.0855 0.0868
H -1.8914 0.7828 -0.8023
H -2.6924 0.8721 0.7077
H 1.5685 0.7637 1.3016
H 0.5820 2.2251 1.0323
*
```

Output
- SMILES = CC[C@](C)(Br)c1ccco1

---

Here is a cluster of 2 separate species, C8H11BrO in total from the OMol25 dataset. Energies are from wB97M-V/def2-TZVPD.

The geometry in ORCA input format:
```
! RIJCOSX wB97M-V def2-TZVPD def2/J DEFGRID3
* xyz 0 1
C -0.7783 -0.2525 3.0842
C -0.7160 -1.1294 1.9652
C -0.6569 1.0634 2.5922
C -0.4957 -0.2745 0.8970
C -0.1288 0.7273 -2.6508
C 2.3125 -0.7971 -0.4870
C -0.8329 0.7759 -1.3156
C -0.5250 -0.4109 -0.5066
O -0.4744 1.0127 1.2773
Br -0.7228 -2.1573 -1.4880
H -0.8253 -0.4189 4.1579
H -0.6582 -2.1380 1.8343
H -0.3554 1.9289 3.1217
H 0.7912 0.1927 -2.6767
H -0.7850 0.2148 -3.2463
H 0.2461 1.7718 -2.9144
H 2.8604 -0.5543 -1.3170
H 2.2506 0.0073 0.1792
H 2.0984 -1.8374 -0.3259
H -0.6451 1.5740 -0.6426
H -1.9594 0.7016 -1.5382
*
```

---

Here is a cluster of 2 separate species, C8H11BrS2 in total from the OMol25 dataset. Energies are from wB97M-V/def2-TZVPD.

The geometry in ORCA input format:
```
! RIJCOSX wB97M-V def2-TZVPD def2/J DEFGRID3
* xyz 0 1
Br -1.0274 -0.7918 2.2989
C -0.1209 2.9105 -0.3870
C 0.6986 2.6198 0.7038
C -1.2125 2.0900 -0.6715
C 0.4345 1.5139 1.5125
C -1.4909 0.9802 0.1270
C -0.6608 0.7055 1.2127
H 0.0925 3.7823 -1.0194
H 1.5596 3.2613 0.9336
H -1.8618 2.3129 -1.5284
H 1.0742 1.2776 2.3730
H -2.3479 0.3290 -0.0895
S -0.2508 -1.2345 -1.6429
S 0.2403 -3.2128 -1.6383
C 1.2375 -0.4715 -0.9613
C -0.1850 -3.7065 0.0462
H 1.0784 0.6200 -0.9608
H 2.1244 -0.6975 -1.5769
H 1.4348 -0.7987 0.0734
H 0.4211 -3.1756 0.7995
H -1.2515 -3.5260 0.2619
H 0.0136 -4.7880 0.1334
*
```

Output
- SMILES = Brc1ccccc1.CSSC

---

Here is a structure of composition C8H11ClF9FeORu from the OMol25 dataset. Energies are from wB97M-V/def2-TZVPD.

The geometry in ORCA input format:
```
! RIJCOSX wB97M-V def2-TZVPD def2/J DEFGRID3
* xyz 0 10
Fe 0.4723 0.1121 -0.2410
Cl 1.8690 -1.2136 -0.7634
C 0.7228 0.1484 1.7199
H -0.2199 0.4222 2.2418
H 1.4911 0.8877 2.0293
H 1.0365 -0.8401 2.1163
Ru 2.6186 0.3350 -1.9362
C 2.2497 -0.0023 -3.9485
C 4.6028 0.8634 -1.6510
C 1.3100 1.5280 -1.0530
H 4.6424 1.8833 -1.2093
H 5.1064 0.1490 -0.9657
H 5.1289 0.8683 -2.6307
H 1.4848 0.7267 -4.2958
H 3.1863 0.1469 -4.5289
H 1.8721 -1.0335 -4.1152
H 1.6734 2.3197 -0.3613
H 0.6900 1.9537 -1.8725
F -1.6168 -2.7243 2.0416
C -2.2389 -1.5853 2.5219
F -3.4416 -1.9550 3.0990
F -1.4445 -1.0582 3.5221
C -2.4714 -0.5657 1.3627
O -1.2492 -0.2843 0.6968
C -3.4107 -1.1970 0.2932
F -4.6513 -1.5057 0.8245
F -3.5952 -0.3231 -0.7645
F -2.8520 -2.3570 -0.2150
C -3.0936 0.7595 1.8964
F -4.3294 0.5263 2.4746
F -2.2847 1.3499 2.8490
F -3.2579 1.6651 0.8628
*
```

Output
- ⟨S²⟩ = 24.79

---

Sequential max |F| output: 4.69; 7.80; 4.23; 3.66; 0.45; 3.99; 6.91; 3.93; 0.69; 9.31 eV Å⁻¹
Sequential E output: -19232.288; -10498.034; -43513.762; -23387.050; -181096.767; -24082.569; -80561.805; -80559.248; -100187.525; -84461.546 eV
Sequential molar mass output: 151.149; 122.167; 233.274; 170.233; 399.698; 182.053; 203.079; 203.079; 251.214; 486.525 g mol⁻¹